Arrangement A

This record from OMol25 describes a 3-piece molecular cluster, C5H12O3 overall. The level of theory is ωB97M-V/def2-TZVPD.

Structure (ORCA input):
```
! wB97M-V def2-TZVPD RIJCOSX def2/J DEFGRID3
* xyz 0 1
O -1.963 -1.833 -2.096
O -1.665 -1.853 1.443
O -0.341 0.802 2.338
C 1.345 0.986 0.618
C 0.411 0.741 -0.301
C 0.673 0.474 -1.719
C 1.754 0.820 -2.405
C 1.048 1.110 2.079
H -0.505 -0.129 2.128
H -1.921 -1.726 0.520
H -2.492 -2.061 1.892
H 1.655 0.473 2.728
H -0.159 0.086 -2.289
H 2.382 0.758 0.391
H 1.086 2.114 2.514
H 2.673 1.206 -1.978
H 1.780 0.694 -3.481
H -2.432 -1.641 -2.921
H -1.111 -2.136 -2.440
H -0.621 0.909 -0.009
*
```

Results
SMILES string ... C=C/C=C/CO.O.O
HOMO energy ... -0.3186 Eh
Gap between HOMO and LUMO ... 0.3369 Ha
Lowest unoccupied orbital energy ... 0.50 eV

Results of the Löwdin charge analysis, in e, for atoms 1 through 6: -0.06, -0.05, -0.11, -0.08, -0.11, -0.19

Arrangement B

This record from OMol25 describes a 3-piece molecular cluster, C5H12O3 overall. The level of theory is ωB97M-V/def2-TZVPD.

Structure (ORCA input):
```
! wB97M-V def2-TZVPD RIJCOSX def2/J DEFGRID3
* xyz 0 1
O 0.326 2.668 -1.090
O 1.115 -0.076 -1.119
O 1.786 -1.776 1.276
C -0.502 -1.573 -1.868
C -0.989 -0.111 0.077
C -1.584 0.689 2.324
C -0.164 -0.627 -0.998
C -0.683 0.602 1.146
H 0.373 0.957 1.343
H -1.339 -0.139 2.998
H -1.982 -0.594 -0.005
H 0.240 -1.998 -2.532
H -1.635 1.635 2.830
H -2.660 0.610 2.072
H -1.430 -2.131 -1.736
H 1.192 -2.153 0.618
H 1.760 -0.602 -1.609
H 0.469 1.709 -1.090
H 1.829 -0.846 1.030
H 0.857 3.055 -0.393
*
```

Results
SMILES string ... C=C(O)/C=C/C.O.O
HOMO energy ... -0.3322 Eh
Gap between HOMO and LUMO ... 0.3503 Ha
Lowest unoccupied orbital energy ... 0.49 eV

Results of the Löwdin charge analysis, in e, for atoms 1 through 6: -0.06, -0.02, -0.05, 0.07, -0.09, -0.10

Arrangement C

This record from OMol25 describes a 3-piece molecular cluster, C5H12O3 overall. The level of theory is ωB97M-V/def2-TZVPD.

Structure (ORCA input):
```
! wB97M-V def2-TZVPD RIJCOSX def2/J DEFGRID3
* xyz 0 1
O -1.326 -1.339 -1.519
O 0.567 -0.798 -2.994
O 1.551 0.579 -1.140
C 0.442 1.447 -0.831
C 0.415 1.556 0.673
C -0.155 0.446 1.325
C -0.457 0.266 2.703
C -0.904 -1.156 3.118
H 1.316 0.112 -1.925
H 0.752 2.437 -1.207
H 0.904 2.356 1.162
H -0.525 -0.987 -2.081
H -0.133 -1.678 3.638
H -1.879 -1.181 3.635
H -1.238 -1.760 2.214
H -1.386 -2.209 -1.958
H -0.455 -0.415 0.748
H -0.508 0.995 -1.179
H -0.262 1.024 3.508
H 1.024 -1.578 -3.258
*
```

Results
HOMO energy ... -0.2841 Eh
Gap between HOMO and LUMO ... 0.1595 Ha
Lowest unoccupied orbital energy ... -3.39 eV

Results of the Löwdin charge analysis, in e, for atoms 1 through 6: -0.19, -0.34, -0.06, -0.21, 0.14, -0.05

Arrangement D

This record from OMol25 describes a 2-piece molecular cluster, C5H12O3 overall. The level of theory is ωB97M-V/def2-TZVPD.

Structure (ORCA input):
```
! wB97M-V def2-TZVPD RIJCOSX def2/J DEFGRID3
* xyz 0 1
O -0.162 -1.931 -1.088
O 1.960 -1.561 -0.346
O -1.784 -0.554 0.500
C -1.310 0.360 1.167
C 1.047 -1.419 -1.406
C -2.137 1.564 1.516
C 0.134 0.412 1.516
C 1.063 0.172 -1.885
H 0.388 1.295 2.094
H 2.108 0.403 -2.078
H -1.656 2.467 1.152
H 2.719 -2.091 -0.628
H 0.415 -0.505 2.034
H -3.130 1.484 1.089
H 1.399 -1.942 -2.306
H 0.513 0.241 -2.824
H 0.740 0.374 0.580
H 0.656 0.953 -1.248
H -0.745 -1.359 -0.439
H -2.219 1.639 2.598
*
```

Results
SMILES string ... CC(C)=O.CC(O)O
HOMO energy ... -0.3580 Eh
Gap between HOMO and LUMO ... 0.3877 Ha
Lowest unoccupied orbital energy ... 0.81 eV

Results of the Löwdin charge analysis, in e, for atoms 1 through 6: -0.03, -0.03, 0.06, -0.45, -0.52, -0.01

Which is most stable, and by how much? arrangement D, by 0.0328 hartree.

Arrangement A

This record from OMol25 describes a 2-piece molecular cluster, C5H12O3 overall. The level of theory is ωB97M-V/def2-TZVPD.

Structure (ORCA input):
```
! wB97M-V def2-TZVPD RIJCOSX def2/J DEFGRID3
* xyz 0 1
O 2.242 -1.178 -1.282
O 0.046 -1.375 -1.765
O -0.270 1.302 -1.902
C -0.486 0.510 1.933
C 0.658 -0.183 0.916
C 1.163 -0.632 -1.438
C 1.025 0.762 -2.046
C -1.853 -0.128 1.771
H 1.303 0.693 -3.109
H -0.520 1.584 1.748
H -1.805 -1.199 1.959
H -2.563 0.319 2.466
H -2.225 0.024 0.760
H 0.645 -1.243 1.156
H 1.721 1.438 -1.547
H 1.613 0.262 1.179
H -0.903 0.649 -2.226
H 0.277 -2.313 -1.704
H -0.090 0.349 2.935
H 0.023 0.360 0.196
*
```

Results
SMILES string ... O=C(O)CO.CCC
HOMO energy ... -0.3687 Eh
Gap between HOMO and LUMO ... 0.3929 Ha
Lowest unoccupied orbital energy ... 0.66 eV

Results of the Löwdin charge analysis, in e, for atoms 1 through 6: 0.08, 0.06, -0.06, -0.27, -0.07, -0.56

Arrangement B

This record from OMol25 describes a 2-piece molecular cluster, C5H12O3 overall. The level of theory is ωB97M-V/def2-TZVPD.

Structure (ORCA input):
```
! wB97M-V def2-TZVPD RIJCOSX def2/J DEFGRID3
* xyz 0 1
O 0.200 0.373 -1.020
O -2.215 -0.998 -0.565
O -2.201 1.451 -0.382
C 0.589 -1.613 0.394
C -0.036 -0.220 0.264
C 1.534 0.452 -1.477
C -1.558 -0.430 0.329
C 0.409 0.712 1.392
H 0.210 -2.103 1.290
H 1.672 -1.544 0.484
H 0.323 -2.217 -0.471
H 1.971 -0.535 -1.643
H -0.108 1.667 1.303
H -1.954 -0.356 1.357
H -1.386 1.502 -0.910
H 2.168 1.027 -0.791
H 1.485 0.881 1.359
H 1.488 0.979 -2.429
H -2.759 0.696 -0.843
H 0.167 0.273 2.359
*
```

Results
SMILES string ... COC(C)(C)C=O.O
HOMO energy ... -0.3537 Eh
Gap between HOMO and LUMO ... 0.3807 Ha
Lowest unoccupied orbital energy ... 0.73 eV

Results of the Löwdin charge analysis, in e, for atoms 1 through 6: -0.17, -0.02, -0.05, -0.01, -0.54, -0.08

Which is most stable, and by how much? arrangement B, by 0.0045 hartree.

Arrangement A

This record from OMol25 describes a 2-piece molecular cluster, C3HCl5 overall. The level of theory is ωB97M-V/def2-TZVPD.

Structure (ORCA input):
```
! wB97M-V def2-TZVPD RIJCOSX def2/J DEFGRID3
* xyz 0 1
Cl 0.458 1.006 1.430
Cl 0.489 -2.201 1.630
Cl -2.207 0.327 0.208
Cl 1.688 -2.329 -0.967
Cl -1.627 2.857 -0.724
C 1.026 -0.046 0.123
C 1.049 -1.356 0.274
C -2.040 1.257 -1.155
H 1.164 0.484 -0.818
*
```

Results
HOMO energy ... -0.3474 Eh
Gap between HOMO and LUMO ... 0.3108 Ha
Lowest unoccupied orbital energy ... -1.00 eV

Results of the Löwdin charge analysis, in e, for atoms 1 through 6: 0.53, 0.66, 0.54, 0.66, 0.50, -0.65

Arrangement B

This record from OMol25 describes a 2-piece molecular cluster, C3HCl5 overall. The level of theory is ωB97M-V/def2-TZVPD.

Structure (ORCA input):
```
! wB97M-V def2-TZVPD RIJCOSX def2/J DEFGRID3
* xyz 0 1
Cl -1.029 1.259 -2.870
Cl -2.577 -0.719 -0.952
Cl 1.152 1.157 2.468
Cl 1.003 -1.595 3.140
Cl 1.478 0.834 -1.462
C 1.571 -0.433 2.176
C -0.921 -0.269 -0.803
C -0.253 0.553 -1.578
H -0.423 -0.788 -0.119
*
```

Results
HOMO energy ... -0.3353 Eh
Gap between HOMO and LUMO ... 0.2999 Ha
Lowest unoccupied orbital energy ... -0.96 eV

Results of the Löwdin charge analysis, in e, for atoms 1 through 6: 0.68, 0.63, 0.56, 0.63, 0.61, -1.16

Which is most stable, and by how much? arrangement A, by 0.0095 hartree.